The following is a DFT calculation (ωB97M-V/def2-TZVPD) of a molecular structure, H26Mg4O33S5 at a distorted geometry.

Results
Total charge: -2
Orbital gap, eV: 1.66
LUMO level, eV: -0.1288
2S+1: 1

Last column: Mulliken charge in e.
Cartesian coordinates (Å):
Mg1 9.50245 18.33530 -0.66874  0.998
Mg2 13.54882 17.18147 2.27440  1.592
Mg3 10.64258 13.55361 0.89810  1.151
Mg4 7.61475 16.78321 3.44909  0.522
S1 12.90402 14.44806 -1.31137  1.439
O1 12.95707 15.85487 -1.56950  -1.052
O2 14.24479 13.91379 -1.04723  -0.706
O3 12.10543 14.26518 -0.06835  -0.453
O4 12.28179 13.67783 -2.39235  -0.735
S2 14.50245 17.08989 5.40575  1.445
O5 14.16729 15.90324 6.21769  -0.825
O6 13.67127 18.16660 5.93449  -0.768
O7 15.95038 17.34195 5.52274  -0.787
O8 14.24820 16.86732 3.96060  -0.452
S3 6.31647 14.59643 3.97950  1.342
O9 5.49816 13.83770 3.05938  -0.843
O10 5.91488 15.99719 4.05441  -0.640
O11 6.46174 13.87351 5.25913  -0.790
O12 7.60782 14.83510 3.38669  -0.897
S4 6.05133 19.46160 4.34635  1.689
O13 6.69403 20.70916 4.63531  -0.831
O14 4.83554 19.68830 3.59988  -0.823
O15 7.00096 18.51299 3.66904  -1.451
O16 5.82876 18.94941 5.65799  -0.824
S5 10.42205 16.61490 2.00345  -0.493
O17 11.69371 16.93771 2.61948  0.296
O18 10.24195 17.44862 0.82605  -0.386
O19 10.31994 15.21405 1.68695  -0.167
O20 9.32909 17.03497 2.88273  2.013
O21 10.15542 14.90918 5.01392  -0.601
H1 11.05350 14.74462 4.72650  0.301
H2 9.64525 14.93474 4.20441  0.131
O22 11.98824 12.86620 2.46972  -0.509
H3 12.37783 13.35805 3.19258  0.189
H4 12.15518 11.94885 2.68614  0.230
O23 13.17902 19.10298 3.04360  -0.408
H5 12.98480 19.26187 3.96732  0.176
H6 13.35022 19.97229 2.68137  0.154
O24 11.10849 17.74494 5.26985  -0.759
H7 11.32354 17.80767 4.33923  -0.061
H8 10.38331 17.12128 5.30707  0.384
O25 8.23484 17.09443 5.43969  -0.357
H9 7.80912 17.90877 5.70770  0.013
H10 8.47976 16.66979 6.26184  0.252
O26 9.14577 19.94033 3.10698  -0.886
H11 9.50864 19.06226 2.99059  -0.026
H12 8.27634 19.79328 3.47938  0.506
O27 9.49066 13.95599 -0.75815  -0.441
H13 8.62250 13.61437 -0.97221  0.242
H14 9.77417 14.40646 -1.55372  0.131
O28 8.14969 19.25892 0.48023  -0.198
H15 7.19485 19.30568 0.43190  0.239
H16 8.41426 20.10991 0.82957  0.245
O29 13.16632 17.66992 0.39812  -0.167
H17 13.15799 16.94571 -0.22772  0.250
H18 13.22135 18.45603 -0.14524  0.167
O30 10.72426 17.21198 -1.68389  -0.384
H19 11.59778 16.82071 -1.67396  0.241
H20 10.22787 16.67522 -2.30172  0.334
O31 7.03209 16.78332 1.46589  -0.468
H21 7.04619 16.19696 0.70945  0.206
H22 6.58511 17.56937 1.15193  0.083
O32 8.95401 12.86965 1.80170  -0.394
H23 8.22537 13.26343 2.28155  0.141
H24 8.57228 12.10478 1.37101  0.304
O33 13.82067 15.35133 1.75137  -0.211
H25 13.28945 14.82184 1.15666  0.065
H26 14.32347 14.71278 2.25702  0.324